No. 1
{"formula": "C6H24CaN11O9", "method": "the ωB97M-V functional and the def2-TZVPD basis", "elements": ["Ca", "N", "O", "O", "O", "C", "O", "H", "H", "H", "H", "C", "O", "N", "N", "H", "H", "H", "H", "C", "O", "N", "N", "H", "H", "H", "H", "C", "O", "N", "N", "H", "H", "H", "H", "C", "O", "N", "N", "H", "H", "H", "H", "C", "O", "N", "N", "H", "H", "H", "H"], "coordinates": [[-14.010290, 5.206640, 9.089510], [-15.992440, 5.571650, 12.014020], [-15.425250, 6.492460, 12.564340], [-17.046480, 5.125200, 12.519820], [-15.612380, 5.165860, 10.913520], [-12.647730, 5.756240, 6.060790], [-13.569630, 6.143720, 7.098500], [-11.753780, 6.375810, 6.132120], [-12.476000, 4.685630, 6.172170], [-13.162370, 5.953990, 5.120500], [-14.084230, 6.788990, 6.608170], [-10.536530, 4.762200, 8.542800], [-11.704220, 4.640160, 8.620450], [-9.719220, 3.980830, 7.880680], [-9.960750, 5.761990, 9.160590], [-10.083000, 3.219540, 7.325520], [-8.724990, 4.085720, 8.024230], [-9.003690, 6.031050, 8.982430], [-10.655580, 6.436910, 9.446560], [-12.822460, 8.274820, 10.007280], [-12.975840, 7.130040, 9.648260], [-11.893450, 9.138530, 9.705700], [-13.657770, 8.737220, 10.931430], [-12.008100, 9.976140, 10.258290], [-11.172650, 9.117460, 8.998520], [-13.720600, 9.673620, 11.304640], [-14.378840, 8.067030, 11.157280], [-15.091250, 2.786020, 6.910410], [-14.467530, 3.414450, 7.755710], [-16.340600, 2.360190, 7.071270], [-14.672890, 2.729180, 5.698880], [-16.956850, 2.602890, 7.833790], [-16.870520, 1.822900, 6.400000], [-15.213220, 2.140570, 5.081080], [-13.733530, 3.047010, 5.507320], [-12.234680, 3.945320, 11.816890], [-13.008520, 4.098790, 10.832110], [-11.166230, 3.092740, 11.802230], [-12.374790, 4.683750, 12.904180], [-10.893550, 2.618660, 10.953120], [-10.678180, 3.186300, 12.681520], [-11.737270, 4.614520, 13.684480], [-13.062050, 5.423830, 12.912250], [-17.085370, 6.162560, 7.715930], [-16.026040, 5.970840, 8.290250], [-18.095780, 5.370420, 7.898410], [-17.370620, 7.066910, 6.905620], [-18.024580, 4.538130, 8.466150], [-18.863130, 5.700020, 7.330390], [-16.541850, 7.347880, 6.401340], [-18.319410, 7.293420, 6.643710]], "forces_ev_per_a": [[-0.38, -0.81, 1.70], [-3.34, -0.47, 0.77], [2.07, 1.74, 0.85], [0.86, -0.33, -0.51], [0.67, -0.77, -1.60], [-0.50, -0.06, 0.23], [0.47, 0.62, -2.01], [0.21, -0.37, -0.08], [0.41, 0.25, -0.02], [0.37, -0.18, -0.29], [-0.52, 0.18, 0.91], [1.66, 0.36, -0.02], [-4.71, -1.23, -0.75], [1.78, -2.12, -1.63], [1.42, 2.76, 1.58], [0.23, 0.11, 0.31], [-0.25, -0.33, -0.35], [-0.34, 0.16, 0.12], [0.38, 0.25, 0.35], [-1.45, 0.02, 1.68], [0.96, -1.58, -1.52], [2.30, 2.32, -0.75], [-1.75, 0.18, 1.12], [0.74, 0.15, -0.58], [-0.43, -0.37, 0.17], [0.07, -0.29, -0.22], [-0.26, 0.08, 0.62], [-1.13, 2.14, 2.42], [0.42, -0.33, 1.00], [-2.83, -1.31, 0.85], [1.45, -1.06, -3.89], [1.00, 0.07, 0.36], [0.61, 0.11, -0.26], [0.72, 0.29, -0.50], [-0.29, -0.43, -0.22], [-0.98, 0.03, -3.33], [1.36, -0.80, 1.72], [-1.00, 0.82, 0.81], [0.06, 0.78, 1.49], [0.05, 0.07, 0.55], [0.87, -0.96, -0.76], [-0.27, 0.10, -0.16], [-0.24, -0.18, -0.03], [1.39, -4.27, 4.31], [1.60, 0.51, -0.34], [-2.72, -1.95, 0.45], [0.59, 6.01, -4.75], [-0.53, 0.54, 0.10], [-0.68, -1.64, 0.71], [-0.75, 1.04, -0.26], [0.63, 0.16, -0.38]], "mulliken_charge": [2.69, 0.90, -0.71, -0.66, -0.59, -0.84, 0.02, 0.27, 0.02, 0.51, 0.10, 0.35, -0.16, -0.42, -0.44, 0.25, 0.15, 0.21, 0.10, 0.48, -0.49, -0.36, -0.46, 0.15, 0.21, 0.20, 0.11, 0.53, -0.65, -0.39, -0.38, 0.17, 0.15, 0.17, 0.20, 0.61, -0.70, -0.43, -0.39, 0.23, 0.15, 0.17, 0.19, 0.57, -0.66, -0.40, -0.41, 0.21, 0.10, 0.19, 0.18], "homo_lumo_gap_ev": 7.52, "fmax_ev_per_a": 7.68, "total_charge": 1, "relative_energy_kcal_mol": 5.75}

=====

No. 2
{"formula": "C6H24ClN12O10", "method": "the ωB97M-V functional and the def2-TZVPD basis", "elements": ["Cl", "O", "O", "O", "O", "C", "O", "N", "N", "H", "H", "H", "H", "C", "O", "N", "N", "H", "H", "H", "H", "C", "O", "N", "N", "H", "H", "H", "H", "C", "O", "N", "N", "H", "H", "H", "H", "C", "O", "N", "N", "H", "H", "H", "H", "C", "O", "N", "N", "H", "H", "H", "H"], "coordinates": [[-0.104647, -0.826545, 0.947342], [-0.519587, -0.127455, -0.254128], [-0.164947, -2.290935, 0.635512], [1.294543, -0.406585, 1.099772], [-0.913147, -0.322115, 1.996992], [1.338383, 0.953585, 4.290802], [1.935783, 0.913665, 5.365982], [0.933673, -0.081615, 3.631702], [0.954523, 1.992655, 3.754992], [0.568243, 0.167775, 2.723762], [1.602823, -0.815565, 3.815192], [0.607453, 1.890575, 2.812002], [1.366473, 2.842745, 4.112382], [-3.436377, -1.245525, -0.813248], [-4.105107, -2.071625, -1.423568], [-2.154057, -1.286985, -0.735418], [-3.845477, -0.236435, -0.148578], [-1.712237, -2.107705, -1.124408], [-1.645487, -0.761545, -0.038738], [-3.140847, 0.418905, 0.158202], [-4.809617, 0.023555, -0.300008], [-0.996087, -3.169485, -1.846778], [-1.299497, -3.874135, -2.817998], [0.075173, -2.475675, -1.920908], [-1.484897, -3.331195, -0.609098], [0.556673, -2.353915, -2.800358], [0.290453, -1.775855, -1.225208], [-2.150977, -4.028595, -0.308988], [-0.984877, -2.891305, 0.150232], [0.066353, 0.482615, -2.388708], [0.392633, -0.756835, -2.241868], [-0.742987, 1.136625, -1.585678], [0.388653, 1.210815, -3.384318], [-0.992337, 0.593625, -0.771388], [-0.714377, 2.142595, -1.500128], [0.084733, 2.168005, -3.491598], [0.942353, 0.794725, -4.119428], [0.675313, 2.302055, 1.190992], [1.569523, 2.107695, 0.464382], [-0.419517, 1.606345, 1.258492], [0.629533, 3.178365, 2.083542], [-0.595667, 0.821485, 0.647712], [-1.108617, 1.876975, 1.945512], [-0.263567, 3.267815, 2.546662], [1.302823, 3.931205, 2.078712], [3.120033, -0.114805, -1.581668], [4.254383, -0.407675, -1.754168], [2.626203, 0.072735, -0.392078], [2.222673, 0.091735, -2.457088], [3.136783, 0.213185, 0.467972], [1.623223, -0.008825, -0.478538], [1.294873, 0.416735, -2.225448], [2.450673, 0.150145, -3.439288]], "forces_ev_per_a": [[6.63, -5.49, 3.88], [9.15, -8.14, 7.50], [5.48, 6.43, 6.03], [-4.77, -2.97, 2.97], [-2.55, -4.18, 0.57], [2.30, -3.35, 6.01], [1.04, -0.24, 0.75], [0.05, -3.52, -0.24], [-1.80, 4.88, -0.18], [1.07, -0.98, 1.25], [-0.54, -0.65, -0.77], [0.89, -0.82, 3.22], [-0.35, -0.12, -0.34], [0.54, -3.93, -2.39], [-1.34, 0.06, -0.37], [-0.59, 1.96, -0.85], [-4.11, 4.75, 3.06], [-2.05, 2.89, 0.84], [-4.74, -1.89, -1.73], [-0.91, 0.22, -0.14], [0.22, 0.37, 0.40], [1.53, -7.62, -2.63], [-1.65, -0.02, -0.75], [2.03, -4.73, 1.80], [-1.87, -7.64, 0.29], [-0.70, -0.95, 0.40], [0.01, -2.46, -0.28], [-0.16, 0.01, -1.35], [-2.84, -2.13, -1.50], [-7.24, -2.76, 0.55], [-4.09, 10.83, -3.14], [-2.12, 6.05, -3.62], [0.52, 2.81, -6.39], [-4.19, 5.32, -3.77], [0.13, -0.09, -0.61], [-0.08, -0.47, -0.03], [-0.29, 0.51, 0.09], [-1.58, -0.31, -3.38], [3.82, -0.02, -3.17], [-3.41, 1.71, 0.01], [-0.64, 10.70, 0.52], [-0.19, 3.96, 0.65], [-0.10, -0.42, -0.42], [0.71, 1.18, 0.06], [-0.22, -0.16, 0.11], [1.85, 0.52, 1.88], [5.13, -1.30, -1.57], [-0.49, -0.14, 0.04], [3.32, 2.20, -4.78], [-0.25, -0.29, -0.74], [1.61, 0.98, 0.61], [7.14, -0.19, 1.07], [0.67, -0.36, 0.55]], "mulliken_charge": [1.85, -2.06, -0.70, -0.65, -0.58, 0.12, -0.80, -0.26, -0.20, 0.51, 0.21, 0.19, 0.22, 0.22, -0.77, -0.02, -0.32, -0.07, 0.19, 0.18, 0.28, 0.94, -0.84, -0.11, -0.48, 0.25, 0.43, 0.12, 0.42, 0.67, -0.45, -0.36, -0.39, 0.20, 0.37, 0.18, 0.28, 0.23, -0.55, -0.32, -0.30, 0.44, 0.17, 0.30, 0.32, 0.10, -0.82, 0.03, -0.28, 0.12, 0.22, 0.42, 0.17], "homo_lumo_gap_ev": 6.64, "fmax_ev_per_a": 14.35, "total_charge": -1, "relative_energy_kcal_mol": 803.97}

=====

No. 3
{"formula": "C6H24ClN12O10", "method": "the ωB97M-V functional and the def2-TZVPD basis", "elements": ["Cl", "O", "O", "O", "O", "C", "O", "N", "N", "H", "H", "H", "H", "C", "O", "N", "N", "H", "H", "H", "H", "C", "O", "N", "N", "H", "H", "H", "H", "C", "O", "N", "N", "H", "H", "H", "H", "C", "O", "N", "N", "H", "H", "H", "H", "C", "O", "N", "N", "H", "H", "H", "H"], "coordinates": [[-0.963462, 0.228009, -0.057925], [-1.790379, 1.172337, 0.662426], [-0.053022, -0.310517, 0.922304], [-1.738369, -0.842382, -0.630709], [-0.271921, 0.873572, -1.128188], [2.699960, 3.160704, -2.520605], [2.095031, 4.079218, -1.993222], [2.454102, 1.832056, -2.288008], [3.677432, 3.391243, -3.462382], [2.859213, 1.108421, -2.857284], [1.528894, 1.492420, -2.059875], [3.895999, 4.322376, -3.753489], [4.203617, 2.622143, -3.828651], [-3.517160, 0.452058, 3.797570], [-4.268232, 0.371352, 4.769492], [-2.165699, 0.585551, 3.902365], [-4.004864, 0.572857, 2.513737], [-1.626593, 0.801867, 3.082271], [-1.759191, 0.378917, 4.795458], [-3.335202, 0.624976, 1.762738], [-4.902348, 1.017282, 2.467869], [-4.103765, 2.738157, -2.296059], [-3.299785, 3.646978, -2.111521], [-4.845195, 2.722658, -3.455863], [-4.223680, 1.628680, -1.517189], [-5.422818, 1.967685, -3.764043], [-4.697520, 3.527844, -4.036938], [-4.868614, 0.886792, -1.704960], [-3.415645, 1.352686, -0.978383], [3.496411, -0.991468, 3.796511], [3.209229, -1.948485, 4.503270], [4.695905, -0.343953, 3.855432], [2.625565, -0.477494, 2.850808], [5.373143, -0.637200, 4.533605], [4.780949, 0.580312, 3.479716], [2.838250, 0.452133, 2.542888], [1.670853, -0.788104, 2.906714], [-0.748432, -3.913021, 2.173358], [-0.980750, -4.857068, 2.927889], [0.399053, -3.188945, 2.108375], [-1.685559, -3.437794, 1.307395], [0.376123, -2.347198, 1.558706], [1.175761, -3.429442, 2.696739], [-2.566972, -3.899442, 1.213375], [-1.456383, -2.639371, 0.741736], [2.008369, -1.984348, -3.806157], [1.316372, -2.328582, -4.754554], [3.278943, -2.471843, -3.626775], [1.576326, -1.146771, -2.801650], [3.942466, -1.874499, -3.160948], [3.626489, -2.954567, -4.440168], [2.299550, -0.858320, -2.172734], [0.607558, -0.920466, -2.664442]], "forces_ev_per_a": [[0.04, -0.30, 0.55], [-0.45, 0.11, -0.59], [0.67, -0.39, -0.03], [-0.46, -0.10, 0.22], [0.47, 0.42, -0.21], [-0.68, 0.84, -0.36], [0.29, -0.54, -0.11], [-0.09, -1.19, 0.18], [0.23, -0.52, 0.11], [0.43, 0.49, -0.44], [-0.23, 0.90, 0.60], [-0.03, 0.13, 0.21], [0.08, 0.10, -0.19], [-0.86, 1.03, 0.27], [0.52, -0.26, -0.35], [-0.22, -0.37, -0.01], [0.31, -0.53, 0.59], [0.28, -0.14, 0.10], [0.18, 0.02, -0.13], [-0.27, 0.37, -0.19], [-0.04, -0.12, -0.29], [1.23, 0.12, -1.07], [-0.76, -0.61, 0.37], [-0.29, 0.53, 0.20], [0.16, -0.15, 0.78], [0.00, -0.10, 0.02], [-0.17, -0.11, -0.09], [-0.10, 0.03, -0.35], [-0.05, 0.34, 0.20], [-1.21, -0.44, 0.25], [0.39, 0.23, -0.42], [0.39, 0.16, -0.14], [0.95, -0.27, 0.55], [-0.16, -0.06, 0.13], [0.14, 0.06, -0.05], [-0.52, 0.11, -0.37], [-0.08, 0.21, -0.04], [-1.01, -0.48, 0.54], [0.64, 0.31, -0.39], [0.31, -0.19, 0.11], [0.16, 0.22, -0.26], [0.43, 0.11, 0.07], [-0.03, 0.13, 0.08], [-0.04, -0.01, 0.11], [-0.44, 0.02, -0.27], [-1.60, 0.10, -0.26], [0.25, 0.05, 0.49], [0.60, 0.02, -0.08], [1.08, -0.47, -0.84], [0.11, -0.18, 0.07], [0.05, 0.12, 0.02], [-0.54, 0.08, 0.75], [-0.01, 0.15, 0.00]], "mulliken_charge": [1.66, -0.83, -0.61, -0.74, -0.73, 0.50, -0.61, -0.28, -0.37, 0.26, 0.28, 0.20, 0.16, 0.51, -0.69, -0.31, -0.39, 0.23, 0.18, 0.37, 0.19, 0.60, -0.62, -0.42, -0.33, 0.16, 0.22, 0.20, 0.21, 0.54, -0.62, -0.39, -0.26, 0.23, 0.18, 0.17, 0.15, 0.53, -0.70, -0.23, -0.26, 0.15, 0.16, 0.17, 0.20, 0.55, -0.64, -0.45, -0.18, 0.21, 0.25, 0.16, 0.07], "homo_lumo_gap_ev": 9.16, "fmax_ev_per_a": 1.63, "total_charge": -1, "relative_energy_kcal_mol": 25.28}

=====

No. 4
{"formula": "C6H24FN12O6Y", "method": "the ωB97M-V functional and the def2-TZVPD basis", "elements": ["Y", "F", "C", "O", "N", "N", "H", "H", "H", "H", "C", "O", "N", "N", "H", "H", "H", "H", "C", "O", "N", "N", "H", "H", "H", "H", "C", "O", "N", "N", "H", "H", "H", "H", "C", "O", "N", "N", "H", "H", "H", "H", "C", "O", "N", "N", "H", "H", "H", "H"], "coordinates": [[-2.450833, -21.537534, 11.367874], [-4.484434, -21.328169, 12.348234], [-7.876746, -21.507196, 13.232842], [-7.709257, -22.649881, 12.820275], [-6.823108, -20.691166, 13.594535], [-9.132062, -20.989473, 13.408686], [-5.899387, -21.020659, 13.380943], [-6.977525, -19.739260, 13.868211], [-9.892657, -21.646437, 13.379276], [-9.386755, -20.051335, 13.656861], [-7.528143, -18.778253, 11.233343], [-8.440181, -18.189299, 10.721672], [-6.354295, -18.132211, 11.597316], [-7.480407, -20.156404, 11.350054], [-5.641768, -18.622633, 12.101128], [-6.397656, -17.129089, 11.622265], [-6.846674, -20.538077, 12.031624], [-8.261798, -20.632150, 10.938698], [-4.875804, -23.787217, 10.132613], [-3.756863, -23.364297, 10.553999], [-4.963485, -24.971169, 9.506843], [-5.982688, -23.029607, 10.293297], [-5.847481, -25.337397, 9.196563], [-4.200367, -25.626087, 9.545190], [-5.838428, -22.215236, 10.875464], [-6.903970, -23.377094, 10.097996], [-4.486327, -19.748302, 8.941289], [-3.857455, -20.586551, 9.661706], [-4.078452, -18.474942, 8.785350], [-5.582797, -20.139131, 8.256527], [-4.681824, -17.832123, 8.300367], [-3.145363, -18.191492, 9.016638], [-5.859439, -19.633078, 7.435206], [-6.058486, -20.952680, 8.607747], [-4.590068, -24.981645, 13.409939], [-4.055029, -26.060358, 13.573132], [-4.025207, -23.799092, 13.906204], [-5.751228, -24.795015, 12.715809], [-3.067902, -23.913901, 14.200344], [-4.200986, -22.934361, 13.423283], [-6.232104, -23.902301, 12.668293], [-6.208713, -25.573438, 12.281115], [-2.465665, -20.581935, 14.526390], [-1.887459, -21.124471, 13.514111], [-2.870506, -19.277651, 14.460385], [-2.561131, -21.204454, 15.694756], [-3.561029, -18.972656, 15.128824], [-2.903486, -18.872801, 13.542487], [-2.062114, -22.054092, 15.904612], [-3.070238, -20.774320, 16.449828]], "forces_ev_per_a": [[-5.29, -1.17, 0.17], [2.22, 0.28, -0.78], [-1.43, -0.17, 2.13], [0.38, 0.49, -0.27], [-0.16, -0.95, 2.23], [0.28, -0.70, 0.12], [0.33, -0.10, 0.31], [-0.06, 0.03, 0.16], [0.04, -0.09, -0.15], [0.41, 0.14, 0.09], [0.77, -1.01, -0.80], [-0.75, 0.53, -0.12], [-0.21, -0.17, 0.11], [0.30, 1.92, -2.93], [0.14, 0.04, 0.09], [0.03, 0.06, 0.17], [-0.20, 0.20, -1.34], [-0.07, -0.10, 0.20], [-0.35, -0.08, 0.05], [1.44, 0.77, 0.35], [-0.06, 0.34, 0.14], [1.12, 0.02, -0.54], [-0.05, 0.06, 0.04], [0.16, 0.17, 0.03], [-0.36, -0.05, 0.01], [-0.11, -0.01, 0.22], [-0.09, -0.08, -0.61], [1.20, 0.25, 1.00], [-0.30, -0.62, -0.04], [1.11, 0.31, 0.94], [0.12, 0.17, 0.02], [0.04, 0.03, 0.02], [-0.46, -0.05, 0.05], [-0.14, -0.12, -0.36], [0.05, -0.41, -0.40], [-0.12, 0.36, -0.03], [0.30, 0.08, 0.03], [0.20, 0.52, -0.04], [-0.10, -0.29, 0.13], [-0.40, 0.05, -0.02], [-0.02, -0.25, 0.41], [0.10, -0.34, 0.34], [0.53, 0.70, 0.18], [-0.31, 0.17, -0.75], [-0.11, -1.46, -0.08], [-0.17, 0.20, -0.39], [0.12, 0.31, 0.02], [-0.12, 0.19, 0.04], [-0.10, -0.13, -0.27], [0.13, -0.01, 0.13]], "mulliken_charge": [1.85, -0.54, 0.64, -0.69, -0.45, -0.35, 0.18, 0.35, 0.26, 0.17, 0.32, -0.63, -0.25, 0.25, 0.12, 0.24, -0.66, 0.26, 0.59, -0.42, -0.38, 0.00, 0.20, 0.27, -0.24, 0.30, 0.65, -0.54, -0.44, -0.28, 0.18, 0.20, 0.22, 0.20, 0.38, -0.63, -0.31, -0.13, 0.25, 0.20, 0.14, 0.21, 0.88, -0.78, -0.41, -0.28, 0.24, 0.18, 0.27, 0.19], "homo_lumo_gap_ev": 6.45, "fmax_ev_per_a": 5.42, "total_charge": 2, "relative_energy_kcal_mol": 73.37}